Density functional theory data (ωB97M-V/def2-TZVPD) for C33H30AsN3PbS4 as an isolated structure.

Each line ends with the Mulliken charge.
Atoms and positions in Å:
Pb1 -0.34 1.40 -0.68  0.573
C1 0.00 4.52 1.60  -1.410
C2 -0.82 3.35 2.05  0.153
C3 -2.14 3.21 1.62  -0.559
C4 -2.90 2.09 1.97  0.810
C5 -4.29 1.95 1.43  -1.697
C6 -2.32 1.11 2.77  -0.503
C7 -1.01 1.23 3.22  0.991
C8 -0.37 0.13 4.04  -1.422
C9 -0.28 2.35 2.86  -0.108
H1 -0.32 4.87 0.62  0.273
H2 1.06 4.26 1.53  0.243
H3 -0.09 5.35 2.31  0.366
H4 -2.55 3.94 0.94  0.431
H5 -5.03 2.42 2.08  0.384
H6 -4.57 0.89 1.33  0.341
H7 -4.37 2.41 0.45  0.306
H8 -2.89 0.22 3.01  0.310
H9 -0.75 0.14 5.07  0.442
H10 0.71 0.25 4.07  0.245
H11 -0.59 -0.85 3.61  0.219
H12 0.77 2.42 3.16  0.316
C10 -3.93 -1.27 -2.93  -1.053
C11 -3.14 -0.37 -2.20  -0.211
N1 -1.83 -0.44 -2.17  0.733
C12 -1.21 -1.40 -2.87  -0.464
C13 -1.91 -2.36 -3.62  1.102
C14 -3.31 -2.27 -3.64  -0.703
C15 -1.18 -3.37 -4.34  -0.835
C16 0.17 -3.42 -4.29  -0.908
C17 0.91 -2.44 -3.54  1.408
C18 2.32 -2.45 -3.48  -0.741
C19 2.97 -1.48 -2.77  -1.139
C20 2.20 -0.49 -2.12  -0.122
N2 0.89 -0.49 -2.15  0.664
C21 0.24 -1.44 -2.84  -0.486
H13 -5.01 -1.17 -2.94  0.397
H14 -3.58 0.45 -1.65  0.328
H15 -3.88 -2.99 -4.22  0.373
H16 -1.74 -4.10 -4.92  0.353
H17 0.71 -4.19 -4.83  0.353
H18 2.87 -3.22 -4.00  0.363
H19 4.04 -1.44 -2.70  0.435
H20 2.67 0.31 -1.56  0.365
S1 -0.67 2.73 -5.00  -0.628
As1 -0.62 3.79 -3.15  0.136
S2 -2.26 3.08 -1.84  -0.551
S3 1.19 3.05 -2.00  -0.486
S4 -0.55 5.91 -3.19  -0.615
C22 -0.05 -4.18 0.41  -0.694
C23 -0.94 -3.12 0.60  -0.707
C24 -0.48 -1.84 0.88  0.259
C25 0.90 -1.54 0.99  -0.497
C26 1.78 -2.63 0.78  -0.223
C27 1.32 -3.91 0.50  -0.709
N3 1.27 -0.24 1.13  1.085
C28 2.43 0.12 1.74  -0.557
C29 2.98 1.40 1.43  -0.307
C30 4.11 1.88 2.07  -0.681
C31 4.76 1.13 3.06  -0.644
C32 4.23 -0.11 3.39  -0.583
C33 3.10 -0.61 2.75  -0.206
H21 -0.41 -5.18 0.20  0.356
H22 -2.00 -3.29 0.52  0.384
H23 -1.19 -1.03 1.02  0.315
H24 2.85 -2.45 0.80  0.482
H25 2.03 -4.71 0.34  0.349
H26 2.49 2.00 0.68  0.291
H27 4.48 2.86 1.80  0.409
H28 5.64 1.52 3.56  0.353
H29 4.70 -0.71 4.16  0.329
H30 2.71 -1.57 3.05  0.428

## Properties
HOMO-LUMO gap, eV: 5.356
Maximum force, eV Å⁻¹: 0.50
ΔE to the lowest compared entry with this formula, charge and spin, kcal/mol: 3.13
Net charge: -2
Highest occupied orbital energy, hartree: -0.0487



Density functional theory data (ωB97M-V/def2-TZVPD) for C12H30N3O6S2 as an isolated structure.

Each line ends with the Mulliken charge.
Atoms and positions in Å:
N1 -0.22 1.41 3.75  -0.574
S1 -0.18 0.69 2.23  1.072
O1 -1.21 1.38 1.50  -0.652
O2 -0.32 -0.74 2.41  -0.651
N2 1.32 1.00 1.80  -0.335
S2 1.63 2.03 0.65  1.076
O3 3.05 2.22 0.59  -0.678
O4 0.91 1.85 -0.57  -0.566
O5 1.01 3.51 1.15  -0.125
N3 1.50 3.89 2.42  0.259
O6 1.04 4.91 2.73  -0.362
H1 -1.19 1.40 4.05  0.251
H2 0.34 0.85 4.38  0.239
C1 -1.43 3.97 -1.31  -1.219
C2 -2.34 2.76 -1.41  0.072
C3 -2.41 2.16 -2.82  -0.785
C4 -2.95 3.11 -3.90  -0.781
C5 -4.33 3.69 -3.61  -0.331
C6 -5.42 2.63 -3.49  -1.208
H3 -1.78 4.80 -1.93  0.429
H4 -1.37 4.32 -0.28  0.268
H5 -0.42 3.70 -1.62  0.240
H6 -3.35 3.02 -1.06  0.321
H7 -1.97 1.99 -0.73  0.056
H8 -3.03 1.26 -2.80  0.330
H9 -1.41 1.84 -3.11  0.369
H10 -2.98 2.58 -4.85  0.401
H11 -2.24 3.94 -4.03  0.300
H12 -4.60 4.39 -4.41  0.383
H13 -4.30 4.28 -2.69  0.239
H14 -5.49 2.03 -4.40  0.289
H15 -6.40 3.08 -3.32  0.379
H16 -5.22 1.95 -2.66  0.286
C7 2.73 -2.03 2.17  -0.990
C8 3.55 -3.31 2.34  -0.482
C9 3.90 -3.99 1.02  -0.753
C10 2.68 -4.41 0.19  -0.744
C11 1.70 -5.34 0.91  -0.302
C12 2.32 -6.66 1.35  -1.217
H17 1.77 -2.22 1.71  0.229
H18 2.54 -1.56 3.13  0.352
H19 3.26 -1.30 1.55  0.300
H20 3.02 -4.01 2.99  0.270
H21 4.49 -3.07 2.86  0.360
H22 4.53 -4.86 1.21  0.328
H23 4.50 -3.31 0.41  0.369
H24 3.04 -4.91 -0.72  0.392
H25 2.14 -3.52 -0.15  0.349
H26 0.86 -5.54 0.24  0.373
H27 1.28 -4.82 1.78  0.222
H28 2.73 -7.20 0.49  0.286
H29 1.58 -7.30 1.83  0.384
H30 3.14 -6.51 2.06  0.281

## Properties
HOMO-LUMO gap, eV: 9.427
Maximum force, eV Å⁻¹: 0.40
Net charge: -1
Highest occupied orbital energy, hartree: -0.2393



Density functional theory data (ωB97M-V/def2-TZVPD) for C2H3O2Sm as an isolated structure at a distorted geometry.

Each line ends with the Mulliken charge.
Atoms and positions in Å:
C1 0.49 0.42 -0.45  -0.292
C2 -0.26 0.88 0.57  0.083
O1 -0.94 0.06 1.37  -0.782
O2 0.38 -0.96 -0.65  -0.498
H1 0.57 1.09 -1.32  0.247
H2 0.76 -1.26 -1.49  0.339
Sm1 -0.85 -2.17 1.10  1.536
H3 -0.16 1.93 0.87  0.367

## Properties
HOMO-LUMO gap (alpha / beta), eV: 6.471 / 6.561
Maximum force, eV Å⁻¹: 2.56
ΔE to the lowest compared entry with this formula, charge and spin, kcal/mol: 0.00
⟨S²⟩: 12.008
2S+1: 7
Net charge: +1
Highest occupied orbital energy (alpha / beta), hartree: -0.4259 / -0.4264



Density functional theory data (ωB97M-V/def2-TZVPD) for one molecule with the formula C30H25N3O7S at a distorted geometry.

Each line ends with the Mulliken charge.
Atoms and positions in Å:
N1 -8.06 4.58 -0.92  -0.524
S1 -7.65 2.97 -1.23  1.262
O1 -8.70 2.14 -0.73  -0.664
O2 -7.27 2.88 -2.61  -0.667
C1 -6.20 2.80 -0.21  0.350
C2 -4.96 3.09 -0.74  -0.904
C3 -3.84 2.98 0.05  -0.383
C4 -3.97 2.58 1.39  0.450
N2 -2.79 2.46 2.13  -0.038
C5 -2.63 1.98 3.39  0.680
O3 -3.50 1.69 4.16  -0.632
C6 -1.14 1.82 3.75  -0.763
O4 -0.52 0.79 2.98  -0.267
C7 -0.06 1.09 1.76  0.116
O5 -0.15 2.19 1.26  -0.671
C8 0.54 -0.09 1.09  0.736
C9 1.79 -0.56 1.42  0.318
C10 2.30 -1.69 0.71  1.361
N3 1.61 -2.31 -0.21  -0.818
C11 0.39 -1.87 -0.55  -0.413
C12 -0.32 -2.56 -1.55  -0.487
C13 -1.57 -2.14 -1.92  -0.682
C14 -2.16 -1.02 -1.31  -0.689
C15 -1.50 -0.33 -0.33  -0.629
C16 -0.21 -0.73 0.07  0.899
C17 3.65 -2.13 1.08  0.048
C18 4.66 -2.41 0.24  -0.993
C19 4.77 -2.40 -1.21  0.054
C20 3.74 -2.78 -2.07  -0.506
C21 3.89 -2.77 -3.45  -1.040
C22 5.11 -2.38 -3.95  1.144
C23 6.16 -2.02 -3.11  0.797
C24 6.02 -2.03 -1.74  -1.201
O6 7.26 -1.69 -3.86  -0.499
C25 6.87 -1.85 -5.20  -0.241
O7 5.52 -2.28 -5.26  -0.489
C26 3.93 -2.15 2.57  -1.091
C27 3.04 -1.21 3.38  -0.910
C28 2.63 -0.01 2.53  -0.713
C29 -5.23 2.29 1.91  -0.609
C30 -6.34 2.40 1.10  -0.721
H1 -8.03 5.14 -1.75  0.268
H2 -8.95 4.65 -0.46  0.266
H3 -4.89 3.38 -1.78  0.444
H4 -2.86 3.20 -0.35  0.439
H5 -1.94 2.71 1.62  0.263
H6 -1.06 1.50 4.79  0.358
H7 -0.61 2.77 3.59  0.382
H8 0.15 -3.42 -2.00  0.501
H9 -2.11 -2.67 -2.69  0.402
H10 -3.15 -0.71 -1.62  0.499
H11 -1.96 0.52 0.13  0.433
H12 5.62 -2.61 0.72  0.458
H13 2.80 -3.09 -1.64  0.644
H14 3.09 -3.06 -4.11  0.434
H15 6.84 -1.75 -1.10  0.439
H16 7.51 -2.61 -5.68  0.241
H17 6.97 -0.89 -5.74  0.244
H18 4.98 -1.89 2.73  0.403
H19 3.80 -3.18 2.92  0.340
H20 2.13 -1.73 3.70  0.416
H21 3.57 -0.88 4.28  0.409
H22 3.52 0.47 2.12  0.334
H23 2.09 0.72 3.12  0.431
H24 -5.32 1.97 2.94  0.533
H25 -7.33 2.17 1.47  0.442

## Properties
HOMO-LUMO gap, eV: 7.560
SMILES string: NS(=O)(=O)c1ccc(NC(=O)COC(=O)c2c3c(nc4ccccc24)/C(=C\c2ccc4c(c2)OCO4)CCC3)cc1
Maximum force, eV Å⁻¹: 1.28
Net charge: 0
Highest occupied orbital energy, hartree: -0.2863



Density functional theory data (ωB97M-V/def2-TZVPD) for one molecule with the formula C6H12O at a distorted geometry.

Each line ends with the Mulliken charge.
Atoms and positions in Å:
C1 1.93 0.73 0.65  -1.147
C2 0.85 -0.69 1.02  -0.219
C3 0.81 -1.57 -0.18  -0.734
C4 -0.37 -0.76 0.17  -0.197
C5 -0.78 0.52 -0.51  0.535
C6 -2.17 0.42 -1.03  -1.597
O1 -0.80 1.59 0.41  -0.558
H1 1.93 1.10 -0.41  0.281
H2 2.84 0.21 0.83  0.394
H3 1.92 1.64 1.28  0.369
H4 0.76 -1.29 1.96  0.323
H5 1.40 -1.21 -1.00  0.240
H6 0.76 -2.65 -0.08  0.281
H7 -1.20 -1.35 0.53  0.383
H8 -0.11 0.79 -1.33  0.151
H9 -2.22 -0.36 -1.78  0.386
H10 -2.47 1.38 -1.47  0.368
H11 -2.84 0.16 -0.21  0.345
H12 -0.24 1.33 1.15  0.395

## Properties
HOMO-LUMO gap, eV: 11.004
SMILES string: C[C@@H]1C[C@@H]1[C@@H](C)O
Maximum force, eV Å⁻¹: 2.46
ΔE to the lowest compared entry with this formula, charge and spin, kcal/mol: 58.63
Net charge: 0
Highest occupied orbital energy, hartree: -0.3653



Density functional theory data (ωB97M-V/def2-TZVPD) for C33H36BClO4S as an isolated structure at a distorted geometry.

Each line ends with the Mulliken charge.
Atoms and positions in Å:
C1 5.14 1.72 -1.54  -1.333
C2 4.08 0.82 -1.04  0.635
C3 3.98 0.19 0.20  -0.901
C4 3.00 -0.84 0.21  -0.260
C5 2.25 -0.94 -0.96  0.373
B1 -1.19 2.25 0.93  0.463
C6 1.63 -2.13 -1.48  0.909
C7 1.20 -2.17 -2.82  -0.446
C8 0.83 -3.36 -3.42  -1.162
C9 0.78 -4.53 -2.63  0.472
Cl1 0.29 -6.00 -3.37  -0.237
C10 1.07 -4.49 -1.26  -0.996
C11 1.50 -3.31 -0.69  0.084
O1 -0.33 2.22 1.99  -0.159
C12 0.56 3.33 1.79  1.431
C13 0.12 4.39 2.80  -2.234
C14 1.98 2.92 2.14  -1.591
C15 0.32 3.78 0.31  2.118
C16 0.21 5.26 0.08  -2.036
C17 1.42 3.28 -0.62  -1.477
O2 -0.98 3.22 -0.01  -0.653
S1 2.81 0.32 -2.07  -0.337
H1 5.97 1.75 -0.85  0.394
H2 5.48 1.36 -2.52  0.323
H3 4.78 2.75 -1.68  0.262
H4 4.60 0.47 1.04  0.424
H5 2.88 -1.53 1.04  0.405
H6 1.11 -1.24 -3.37  0.287
H7 0.58 -3.38 -4.48  0.376
H8 0.99 -5.39 -0.67  0.451
H9 1.73 -3.26 0.36  0.385
H10 0.80 5.24 2.78  0.386
H11 -0.91 4.71 2.63  0.356
H12 0.17 3.93 3.78  0.538
H13 2.65 3.79 2.03  0.323
H14 1.99 2.60 3.19  0.491
H15 2.34 2.09 1.52  0.116
H16 1.15 5.75 0.31  0.362
H17 -0.02 5.45 -0.98  0.469
H18 -0.60 5.71 0.66  0.383
H19 2.35 3.85 -0.42  0.377
H20 1.64 2.20 -0.50  -0.460
H21 1.17 3.43 -1.68  0.603
C18 -2.08 -4.22 5.27  -0.799
O3 -2.33 -2.80 5.10  -0.480
C19 -1.88 -2.15 3.99  0.679
C20 -2.48 -0.89 3.73  -0.948
C21 -2.06 -0.16 2.66  -0.679
C22 -1.17 -0.67 1.67  0.556
C23 -0.96 0.06 0.43  0.281
C24 -1.24 -0.51 -0.85  0.635
C25 -1.66 0.35 -1.93  -0.626
C26 -2.45 -0.17 -2.94  0.476
C27 -2.61 -1.58 -3.07  0.243
O4 -3.52 -1.97 -4.00  -0.550
C28 -4.17 -0.74 -4.51  -0.377
C29 -3.40 0.46 -3.92  -0.648
C30 -2.00 -2.46 -2.15  -1.375
C31 -1.37 -1.92 -1.05  -0.134
C32 -0.55 -1.90 1.98  -0.097
C33 -0.89 -2.64 3.10  -0.334
H22 -2.61 -4.46 6.19  0.255
H23 -2.48 -4.81 4.43  0.345
H24 -1.00 -4.41 5.39  0.291
H25 -3.29 -0.57 4.39  0.422
H26 -2.48 0.83 2.57  0.263
H27 -1.67 1.11 0.51  -0.386
H28 -1.50 1.43 -1.87  0.448
H29 -4.14 -0.77 -5.61  0.266
H30 -5.21 -0.77 -4.15  0.282
H31 -4.12 1.15 -3.43  0.242
H32 -2.88 1.01 -4.71  0.248
H33 -2.06 -3.53 -2.30  0.424
H34 -1.01 -2.59 -0.27  0.406
H35 0.23 -2.28 1.33  0.410
H36 -0.47 -3.64 3.28  0.349

## Properties
HOMO-LUMO gap, eV: 5.184
Maximum force, eV Å⁻¹: 3.06
ΔE to the lowest compared entry with this formula, charge and spin, kcal/mol: 76.93
Net charge: 0
Highest occupied orbital energy, hartree: -0.2140



> What is the formula in the fifth record?

C6H12O



> Look up the maximum force of the first one.

0.50 eV Å⁻¹



> Which value of net charge does entry 2 give?

-1



> Number 1 is which compound?

C33H30AsN3PbS4